# 1
Here is a structure of composition C4H15BBeF6NO10S2 at a distorted geometry from OMol25. Energies are from ωB97M-V/def2-TZVPD.

```
40
Properties=species:S:1:pos:R:3:forces:R:3
Be -0.4668 0.8572 -0.5724 -0.8 0.3 2.8
C -0.8045 -2.0348 2.7917 0.0 -1.3 -0.8
F -1.6029 -2.0826 3.8528 -0.2 0.5 0.0
F 0.0903 -1.1005 2.8880 -0.3 0.3 0.2
F -0.1869 -3.2250 2.7367 0.2 -0.2 -0.2
S -1.8850 -1.8520 1.2431 -0.9 2.4 0.3
O -2.6687 -3.0252 1.0038 1.1 -0.6 -0.2
O -2.6811 -0.7105 1.5855 0.5 0.2 -0.2
N -0.8212 -1.3788 -0.0163 -0.5 -0.4 1.9
S -0.5765 -2.6391 -0.9760 -1.1 0.3 -2.1
O -0.4711 -3.9448 -0.4043 0.7 0.3 0.3
O -1.4756 -2.4639 -2.0957 0.5 -0.4 -0.1
C 1.0596 -2.1830 -1.7552 -0.7 1.3 0.5
F 1.1433 -2.7248 -2.9670 0.6 -0.7 0.4
F 1.0250 -0.8416 -1.9866 0.0 0.0 0.1
F 2.1127 -2.3704 -0.9860 0.0 -0.9 -0.5
C 3.0505 -1.0934 1.6592 -0.1 -0.2 -0.4
C 2.3286 0.1806 2.1064 -0.4 0.4 0.2
O 2.5233 0.6077 3.2536 0.5 -0.3 0.1
O 1.5219 0.7261 1.2899 0.2 -0.1 -1.3
H 3.8282 -1.4000 2.3557 0.0 0.1 0.0
H 3.4568 -0.9728 0.6522 0.2 0.2 0.1
H 2.3322 -1.9104 1.5492 -0.1 0.0 0.2
B -1.2181 2.0480 1.4571 0.4 -1.0 -1.3
H -1.7511 2.6051 2.3442 -0.5 0.4 0.4
H -0.5392 2.7904 0.8186 0.9 0.4 -0.2
H -0.6539 1.0908 1.8414 0.6 -0.4 0.3
H -2.0498 1.6151 0.6946 -0.7 -0.2 -0.8
O -2.4839 1.4267 -1.5963 0.3 -0.2 0.0
H -2.7580 1.7524 -2.4577 0.3 -0.2 -0.2
H -3.2795 1.0685 -1.1871 0.2 -0.1 0.4
O -0.5351 3.5384 -1.3077 0.2 0.3 -1.0
H -0.5433 4.1882 -0.5963 -0.1 -0.3 0.4
H -0.8028 4.0211 -2.0972 -0.1 0.1 0.0
O -0.3387 0.8389 -3.2766 -0.2 0.4 0.1
H 0.2655 0.2168 -3.6944 0.0 -0.2 0.2
H -0.0158 1.7073 -3.5340 0.0 0.0 0.0
O 1.8480 1.8542 -1.4890 -0.3 -0.4 -0.2
H 1.6918 2.4075 -2.2584 0.0 0.2 0.1
H 2.3318 2.4127 -0.8700 -0.2 -0.2 0.5
```
Forces are in eV/Å.

Its charge is -1. The strongest force on any atom is 2.9 eV/A. The HOMO energy comes out at -4.54 eV. For the HOMO-LUMO gap, the calculation gives 5.77 eV.

Atomic partial charges in e from the Löwdin method, atoms 1 to 6: number 1, Be, carries 0.86; number 2, C, carries -0.67; number 3, F, carries 0.15; number 4, F, carries 0.19; number 5, F, carries 0.12; number 6, S, carries 0.64

***

# 2
Here is a cluster of 7 separate species, C19H34N2O12S in total at a distorted geometry from OMol25. Energies are from ωB97M-V/def2-TZVPD.

```
68
Properties=species:S:1:pos:R:3:forces:R:3
N -2.6163 3.7476 -1.7012 -0.1 0.1 -0.1
C -1.5577 3.4406 -1.3780 2.2 -0.5 0.8
O -0.3050 3.1289 -0.9646 -2.1 -0.4 -0.6
C -0.1611 1.7384 -0.7416 0.4 -4.5 0.7
C -0.0176 0.7615 -1.8548 0.1 -0.5 2.4
C 0.1374 -0.6951 -1.5915 0.7 1.1 1.0
C 0.2573 -1.6546 -2.8215 -3.1 -0.2 0.8
C -1.3491 -2.1028 -3.0622 -1.5 2.8 -1.2
C -2.2323 -0.9693 -3.8630 -1.2 -0.3 5.0
O -2.3309 -1.3175 -2.3159 2.5 -2.4 -1.3
C 0.1810 -1.2552 -0.2035 -0.6 2.3 0.0
C 0.3871 -2.7610 0.1380 1.0 1.1 -0.4
S -1.0829 -3.8304 -0.1456 -1.8 -1.2 -1.3
O -2.3511 -3.1015 -0.1395 1.8 -0.3 0.6
O -0.8427 -4.6756 -1.3281 0.4 1.1 1.4
C 0.0166 -0.2922 0.8829 0.3 1.3 -2.2
C -0.1594 1.1677 0.6150 0.6 -0.4 -1.1
C -0.3300 1.8918 2.0106 0.2 -1.6 -2.8
O -0.2168 3.0517 2.2668 -0.3 -1.0 0.3
N -0.7002 0.7702 2.8613 -0.1 0.3 1.8
C -0.0239 -0.4556 2.4415 -0.3 0.5 -2.8
O 0.3867 -1.3583 3.1138 -0.6 0.8 -0.1
H -0.0234 1.1348 -2.9089 0.0 -0.4 1.1
H 0.7957 -2.6101 -2.5936 -0.2 1.1 -0.3
H 0.5751 -1.1485 -3.7647 0.0 -0.5 1.0
H -1.5715 -3.2116 -3.2984 0.3 2.1 0.6
H -2.0479 0.1122 -3.5973 0.7 -1.0 -1.7
H -3.3520 -1.1060 -3.9208 1.5 -0.4 -1.7
H 1.2130 -3.1424 -0.5306 -1.1 0.0 0.7
H 0.7535 -2.9057 1.1896 -0.7 0.4 -1.2
H -1.1348 -4.7088 0.9340 0.5 0.8 -0.5
H -1.7003 0.6279 2.6521 0.3 0.0 0.7
C -0.9639 6.8324 -4.0330 -0.4 -0.1 0.2
O -2.0438 6.0570 -4.5410 0.0 -0.1 -0.1
H -0.2872 7.0712 -4.8520 -0.1 0.0 0.0
H -1.3452 7.7580 -3.6001 0.3 0.1 0.0
H -0.4237 6.2595 -3.2729 0.2 0.1 0.0
H -2.6263 5.8592 -3.7983 0.1 -0.1 -0.2
C 4.1549 1.4453 1.1155 -0.2 0.3 -0.1
O 3.1264 1.3760 0.1352 -0.1 0.0 -0.1
H 4.5870 0.4532 1.2382 -0.1 0.0 -0.1
H 4.9331 2.1398 0.7896 0.1 -0.1 0.2
H 3.7373 1.7773 2.0698 0.2 0.0 0.1
H 2.7598 2.2631 0.0443 0.0 -0.1 0.0
C 2.1946 -5.9681 1.3260 0.1 -0.1 0.3
O 1.1442 -5.0153 1.5030 0.0 -0.1 0.2
H 2.1336 -6.3737 0.3173 -0.1 0.1 0.0
H 3.1615 -5.4776 1.4614 0.1 -0.1 -0.1
H 2.0825 -6.7775 2.0487 0.2 0.0 -0.2
H 1.2196 -4.6715 2.4021 0.0 -0.1 -0.1
C -0.7197 0.6849 6.2094 0.2 -0.2 -0.1
O 0.1497 -0.2152 6.8877 0.1 -0.1 0.2
H -0.7825 1.6097 6.7816 0.0 -0.1 0.1
H -0.3239 0.8998 5.2154 -0.2 0.1 0.1
H -1.7165 0.2418 6.1266 -0.1 0.2 -0.1
H 0.1881 -1.0229 6.3633 0.1 0.1 0.1
C 1.4805 -10.1911 2.8274 -0.2 0.1 0.0
O 1.4674 -8.7680 2.8380 -0.1 0.0 0.0
H 2.5069 -10.5314 2.9536 0.0 0.1 0.0
H 0.8697 -10.5742 3.6483 0.1 -0.2 0.0
H 1.0931 -10.5587 1.8741 0.1 -0.2 0.1
H 0.5506 -8.4915 2.7250 0.1 0.0 0.0
C -2.1670 10.6418 -3.6505 0.2 0.1 0.2
O -0.8326 10.1494 -3.6598 0.1 0.0 0.0
H -2.7077 10.1991 -4.4857 0.1 0.0 0.0
H -2.6592 10.3645 -2.7146 -0.2 0.1 -0.1
H -2.1628 11.7292 -3.7594 -0.2 0.0 0.0
H -0.3746 10.5535 -2.9144 0.0 -0.1 -0.1
```
Forces are in eV/Å.

Its charge is 0. The strongest force on any atom is 5.2 eV/A. The HOMO energy comes out at -9.68 eV. For the HOMO-LUMO gap, the calculation gives 8.67 eV.

Atomic partial charges in e from the Löwdin method, atoms 1 to 6: number 1, N, carries 0.19; number 2, C, carries -0.27; number 3, O, carries 0.05; number 4, C, carries -0.14; number 5, C, carries 0.09; number 6, C, carries -0.11

***

# 3
Here is a cluster of 3 separate species, C18H29BrN2O7PS in total at a distorted geometry from OMol25. Energies are from ωB97M-V/def2-TZVPD.

```
59
Properties=species:S:1:pos:R:3:forces:R:3
C 7.7339 -0.1707 0.5291 0.0 -1.5 0.5
N 7.9163 1.3086 0.1794 -1.5 0.1 2.3
C 9.3300 1.7821 0.4560 0.6 1.0 0.9
C 7.0382 2.0972 1.1254 -0.7 -0.8 5.7
O 6.9237 1.8525 2.4508 0.5 1.5 -8.4
C 6.0921 3.3274 0.5015 -0.3 -0.8 -0.6
C 4.6031 2.6102 0.2434 -1.7 -0.1 1.5
C 3.6358 2.5391 1.6001 -1.6 -1.9 -4.0
C 2.1639 1.8068 1.4446 3.5 0.9 -2.4
C 1.2183 1.7542 2.7829 -5.4 -1.7 1.8
O -0.0510 1.3372 2.8241 8.7 2.8 -1.0
O 1.7881 2.2587 4.0635 0.3 -2.1 -3.4
C 1.7897 1.2015 -0.0370 4.0 1.6 0.9
P 0.1291 0.2781 -0.3183 -1.0 0.1 -0.8
S -1.2505 1.5102 -0.9236 0.8 -0.1 0.4
C 2.8732 1.4007 -1.2915 0.2 0.5 2.6
Br 2.4872 0.6891 -3.1621 0.6 1.2 3.0
N 4.2148 2.0832 -1.1207 -2.9 -0.2 4.3
H 8.2383 -0.8499 -0.3139 -0.9 1.7 1.9
H 6.5913 -0.4934 0.5606 2.4 1.0 -0.2
H 8.1741 -0.4323 1.6067 -0.8 0.6 -2.4
H 9.4719 2.7911 -0.1283 0.1 -2.2 0.9
H 9.4291 2.0575 1.6117 0.1 -0.8 -2.4
H 10.1113 0.9498 0.1868 -1.7 1.8 0.3
H 5.9707 4.2151 1.2608 0.1 -2.1 -1.3
H 6.5552 3.7705 -0.4910 -1.0 -1.2 1.9
H 4.0199 2.9799 2.6363 -0.8 -1.0 -2.7
H 2.6698 1.8024 4.2607 -1.6 0.8 -0.6
H -0.2174 -0.4416 0.9135 1.0 0.6 -1.0
H 0.4124 -0.7517 -1.3256 0.3 0.7 1.1
H 4.9072 2.2154 -1.9127 -1.3 -0.4 1.1
O -2.4833 -1.3307 -1.8819 0.3 -1.7 1.5
C -2.6995 -2.2978 -1.1562 -0.2 1.0 -1.3
O -1.7394 -2.7528 -0.3199 0.5 0.7 0.1
C -1.9418 -3.7631 0.6849 -0.1 -0.4 0.0
C -1.8228 -5.1512 0.0875 -0.1 -0.1 -0.2
C -3.9979 -3.0436 -1.2461 -0.5 0.2 0.4
H -2.8877 -3.6078 1.2124 0.0 0.0 -0.2
H -1.1486 -3.6241 1.4276 -0.1 0.2 -0.3
H -2.5860 -5.3289 -0.6758 0.0 0.0 0.2
H -1.9276 -5.9156 0.8637 0.0 0.1 -0.1
H -0.8527 -5.2753 -0.4018 0.0 0.0 0.2
H -3.9586 -3.7285 -2.0972 0.0 0.1 0.1
H -4.8045 -2.3185 -1.4005 0.2 -0.2 -0.2
H -4.2560 -3.5966 -0.3449 0.1 -0.1 -0.1
O -7.7900 -2.4642 -0.5990 -0.1 2.1 -0.6
C -7.8978 -1.2460 -0.7135 0.3 -1.5 0.1
O -7.8607 -0.6686 -1.9356 -0.2 -0.6 -0.1
C -8.1439 0.7186 -2.1936 0.1 0.2 0.1
C -6.9163 1.5749 -1.9532 0.2 0.0 0.2
C -7.9853 -0.3704 0.5013 -0.6 0.2 0.4
H -9.0141 1.0543 -1.6215 0.1 -0.1 0.1
H -8.4254 0.7857 -3.2501 0.1 -0.3 0.2
H -6.5864 1.5239 -0.9114 -0.1 0.1 -0.1
H -7.1218 2.6216 -2.1984 0.0 -0.1 0.0
H -6.0805 1.2261 -2.5660 -0.2 0.0 0.0
H -6.9804 -0.2141 0.9024 -0.1 0.0 0.0
H -8.6006 -0.8788 1.2517 0.4 0.0 -0.1
H -8.4600 0.5923 0.3219 0.2 0.1 -0.1
```
Forces are in eV/Å.

Its charge is +1. The strongest force on any atom is 9.2 eV/A. The HOMO energy comes out at -11.15 eV. For the HOMO-LUMO gap, the calculation gives 5.34 eV.

Atomic partial charges in e from the Löwdin method, atoms 1 to 6: number 1, C, carries -0.12; number 2, N, carries -0.22; number 3, C, carries -0.10; number 4, C, carries -0.28; number 5, O, carries -0.02; number 6, C, carries -0.04

***

# 4
Here is the molecule C4H7ClN2 at a distorted geometry from OMol25. Energies are from ωB97M-V/def2-TZVPD.

```
14
Properties=species:S:1:pos:R:3:forces:R:3
Cl -3.0304 0.4626 1.5372 0.2 0.1 -0.4
N -1.6310 -0.2331 0.7236 -0.7 -0.6 -0.2
C -0.4659 0.4741 0.9978 4.7 -0.1 0.1
C 0.9312 -0.3540 0.7392 -4.5 -1.8 1.6
C 1.0800 -0.0996 -0.7375 4.3 -3.4 0.7
C -0.2509 -0.0519 -1.2774 -1.4 0.2 -3.8
N -1.0193 0.6864 -0.2973 -2.1 0.8 0.7
H -0.2652 1.2349 1.7656 -1.2 0.1 -0.5
H 0.4524 -1.4385 0.8897 1.8 1.8 -0.1
H 1.6481 -0.0528 1.5180 0.1 -0.4 -0.8
H 1.5721 0.7959 -0.8496 1.2 2.3 -0.5
H 1.8240 -0.9078 -1.1773 -1.7 1.5 0.5
H -0.2621 0.5634 -2.2862 -0.2 -1.2 2.0
H -0.5828 -1.0797 -1.5458 -0.5 0.7 0.6
```
Forces are in eV/Å.

Its charge is 0. The strongest force on any atom is 5.5 eV/A. The HOMO energy comes out at -10.04 eV. For the HOMO-LUMO gap, the calculation gives 10.93 eV.

Atomic partial charges in e from the Löwdin method, atoms 1 to 6: number 1, Cl, carries 0.55; number 2, N, carries -0.39; number 3, C, carries -0.42; number 4, C, carries -0.10; number 5, C, carries -0.26; number 6, C, carries -0.24

***

# 5
Here is the ion C4H6O4 with charge +1 at a distorted geometry from OMol25. Energies are from ωB97M-V/def2-TZVPD.

```
14
Properties=species:S:1:pos:R:3:forces:R:3
O 2.0200 -1.3449 -0.7117 -0.2 0.4 -0.2
C 1.1632 -1.3625 0.1772 0.4 -3.0 2.9
O 1.1399 -2.5091 0.9381 -0.4 2.4 -1.2
C 0.2032 -0.3309 0.6144 0.3 0.5 2.2
C -0.5497 0.2167 -0.5359 1.5 -1.0 -1.0
C -1.1358 1.4414 -0.0028 0.3 6.4 -3.7
O -1.0589 2.2109 -1.2122 0.1 -3.1 0.2
O -1.4704 1.9552 1.0109 0.2 -1.8 0.6
H 1.8273 -3.1607 0.7453 0.5 -0.3 -0.4
H 0.7235 0.5508 1.1855 -0.3 -1.7 -1.1
H -0.4930 -0.7547 1.3751 0.8 -0.2 -0.4
H -1.4293 -0.3284 -0.7739 -0.5 -1.3 -0.6
H 0.1708 0.2861 -1.4614 -2.0 0.6 1.7
H -1.1109 3.1300 -1.3486 -0.7 2.1 0.9
```
Forces are in eV/Å.

Its spin multiplicity is 2. Its charge is +1. The strongest force on any atom is 7.4 eV/A. The HOMO energy (alpha / beta) comes out at -14.83 / -14.82 eV. Its expectation value of S² is 0.757. For the HOMO-LUMO gap (alpha / beta), the calculation gives 9.08 / 4.20 eV.

Atomic partial charges in e from the Löwdin method, atoms 1 to 6: number 1, O, carries 0.43; number 2, C, carries -0.29; number 3, O, carries 0.24; number 4, C, carries -0.06; number 5, C, carries -0.11; number 6, C, carries -0.46

***

What is the strongest force on any atom in the fourth record?
5.5 eV/A